Here is one molecule with the formula C3H9NS2 at a distorted geometry from the Open Molecules 2025 dataset. Energies are from ωB97M-V/def2-TZVPD.

Element x y z (Å)
S: 1.592 -1.812 1.094
S: -0.315 -1.369 0.788
C: -0.337 0.385 0.360
C: -1.179 0.760 -0.967
C: -0.521 1.783 -1.896
N: -0.631 3.120 -1.323
H: 1.987 -1.436 2.361
H: -0.657 1.069 1.187
H: 0.635 0.686 -0.030
H: -1.197 -0.265 -1.563
H: -2.177 0.902 -0.467
H: 0.599 1.572 -2.102
H: -0.959 1.881 -2.836
H: -0.897 3.819 -1.941
H: -1.125 3.250 -0.454

Results
HOMO level	-9.00	eV
SMILES	NCCCSS
HOMO-LUMO gap	9.625	eV
LUMO level	0.6277	eV
M	123.246	g mol⁻¹
energy above the lowest of the compared OMol25 structures with the same formula, charge and spin	31.3	kcal per mole

Here is one molecule with the formula C19H18N2O4 from the Open Molecules 2025 dataset. Energies are from ωB97M-V/def2-TZVPD.

Element x y z (Å)
C: -1.455 -3.015 1.498
H: -2.343 -3.139 2.115
O: -1.885 -2.264 0.386
C: -0.979 -1.848 -0.527
C: 0.329 -2.318 -0.608
C: 1.173 -1.871 -1.610
C: 0.728 -0.958 -2.546
C: -0.568 -0.475 -2.461
C: -1.427 -0.897 -1.461
C: -2.771 -0.235 -1.262
N: -2.534 1.042 -0.594
C: -2.336 1.003 0.749
O: -2.850 0.177 1.469
C: -1.310 2.001 1.324
N: 0.009 1.469 1.033
C: 0.551 0.368 1.694
O: 0.047 -0.213 2.618
C: 1.856 0.117 1.036
C: 2.813 -0.846 1.275
C: 3.954 -0.833 0.479
C: 4.125 0.118 -0.514
C: 3.164 1.096 -0.748
C: 2.032 1.079 0.041
C: 0.846 1.963 0.045
O: 0.615 2.930 -0.640
H: 3.292 1.843 -1.515
H: 5.022 0.101 -1.116
H: 4.721 -1.577 0.639
H: 2.676 -1.582 2.052
H: -1.369 3.001 0.897
H: -1.442 2.029 2.409
C: -2.259 2.190 -1.425
H: -2.839 2.090 -2.343
H: -2.587 3.099 -0.922
H: -1.206 2.299 -1.691
H: -3.278 -0.056 -2.211
H: -3.396 -0.848 -0.613
H: -0.918 0.245 -3.187
H: 1.384 -0.617 -3.332
H: 2.185 -2.246 -1.656
H: 0.695 -3.035 0.109
H: -0.698 -2.473 2.071
H: -1.074 -3.997 1.200

Results
HOMO level	-8.33	eV
SMILES	COc1ccccc1CN(C)C(=O)CN1C(=O)c2ccccc2C1=O
HOMO-LUMO gap	7.927	eV
LUMO level	-0.4067	eV
M	338.363	g mol⁻¹
energy above the lowest of the compared OMol25 structures with the same formula, charge and spin	15.3	kcal per mole

Here is C6H20N5O4Tl as an isolated structure at a distorted geometry from the Open Molecules 2025 dataset. Energies are from ωB97M-V/def2-TZVPD.

Element x y z (Å)
Tl: -0.421 1.139 0.221
O: 1.441 0.887 -1.645
H: 2.304 1.298 -1.448
C: -2.061 -3.268 -2.109
C: -1.252 -2.628 -0.952
C: 0.089 -3.282 -0.657
O: -0.067 -4.645 -0.591
C: 1.092 -5.395 -0.293
N: -1.063 -1.190 -1.291
H: -2.387 -4.288 -1.924
H: -1.482 -3.237 -3.034
H: -2.944 -2.634 -2.210
H: -1.947 -2.453 -0.123
H: 0.356 -2.748 0.273
H: 0.790 -2.998 -1.456
H: 1.818 -5.414 -1.113
H: 0.817 -6.422 -0.071
H: 1.605 -4.987 0.583
H: -0.408 -1.199 -2.085
H: -1.868 -0.846 -1.821
C: -0.408 2.002 4.073
O: -0.961 1.716 2.984
N: 0.819 2.555 4.167
N: -0.989 1.696 5.247
H: 1.093 2.913 5.065
H: 1.291 2.817 3.323
H: -0.497 1.836 6.111
H: -1.963 1.448 5.220
C: 0.530 4.264 -1.748
O: -0.261 3.318 -1.618
N: 0.716 5.271 -0.858
N: 1.311 4.419 -2.854
H: 1.367 6.014 -1.033
H: 0.165 5.259 -0.019
H: 1.382 3.624 -3.466
H: 1.992 5.156 -2.849

Results
total charge	+2
HOMO level	-15.16	eV
HOMO-LUMO gap	2.885	eV
LUMO level	-12.2790	eV
M	430.640	g mol⁻¹
energy above the lowest of the compared OMol25 structures with the same formula, charge and spin	33.6	kcal per mole

Here is one molecule with the formula C4H7NOS at a distorted geometry from the Open Molecules 2025 dataset. Energies are from ωB97M-V/def2-TZVPD.

Element x y z (Å)
C: -1.278 -1.217 0.112
C: -0.716 0.953 -1.336
C: 0.863 -0.444 -0.134
C: 1.685 0.006 0.982
N: -0.076 -1.332 0.189
O: -2.118 1.162 0.918
S: -2.095 0.496 -0.395
H: -1.886 -1.978 0.335
H: -0.681 2.041 -1.320
H: -1.001 0.595 -2.314
H: 1.563 -0.704 -0.978
H: 1.992 -0.830 1.587
H: 1.104 0.700 1.661
H: 2.644 0.551 0.693

Results
HOMO level (spin up / spin down)	-8.51 / -8.51	eV
SMILES	C=S(=O)=C/N=C/C
HOMO-LUMO gap (spin up / spin down)	8.974 / 8.974	eV
LUMO level (spin up / spin down)	0.4597 / 0.4602	eV
M	117.173	g mol⁻¹
energy above the lowest of the compared OMol25 structures with the same formula, charge and spin	110.5	kcal per mole

Here is an isolated ion of composition C4H9N2O4 and charge +1 at a distorted geometry from the Open Molecules 2025 dataset. Energies are from ωB97M-V/def2-TZVPD.

Element x y z (Å)
C: 0.002 1.356 -0.361
C: 0.728 -0.962 0.018
C: 1.911 0.012 -0.090
C: -1.972 -0.176 -0.136
N: -0.569 0.218 -0.168
N: 1.317 1.328 -0.394
O: 0.658 -1.848 -0.962
O: 2.563 0.029 1.125
O: -2.155 -1.140 0.818
O: -2.682 0.985 0.071
H: -0.563 2.269 -0.501
H: 0.575 -1.309 1.041
H: 2.553 -0.290 -0.932
H: -2.204 -0.658 -1.105
H: 1.889 2.155 -0.488
H: 0.064 -2.589 -0.768
H: 3.478 0.338 1.054
H: -2.165 -0.753 1.707
H: -3.635 0.831 0.013

Results
total charge	+1
HOMO level	-14.55	eV
SMILES	OC(O)N1C=[NH+][C@@H](O)[C@@H]1O
HOMO-LUMO gap	11.669	eV
LUMO level	-2.8821	eV
M	149.126	g mol⁻¹
energy above the lowest of the compared OMol25 structures with the same formula, charge and spin	0.0	kcal per mole

Here is one molecule with the formula C3H4N4 at a distorted geometry from the Open Molecules 2025 dataset. Energies are from ωB97M-V/def2-TZVPD.

Element x y z (Å)
C: -1.947 -0.550 -0.005
C: -0.979 0.353 0.001
C: 1.476 0.871 -0.004
H: -1.694 -1.612 0.001
H: -2.981 -0.229 -0.044
H: -1.198 1.407 0.016
H: 1.418 1.964 0.000
N: 0.391 0.057 0.033
N: 2.550 0.113 -0.005
N: 2.122 -1.151 -0.008
N: 0.842 -1.222 0.015

Results
HOMO level	-10.15	eV
SMILES	C=Cn1cnnn1
HOMO-LUMO gap	10.589	eV
LUMO level	0.4388	eV
M	96.093	g mol⁻¹
energy above the lowest of the compared OMol25 structures with the same formula, charge and spin	63.8	kcal per mole

Here is C21H31IN7O5SSc as an isolated structure at a distorted geometry from the Open Molecules 2025 dataset. Energies are from ωB97M-V/def2-TZVPD.

Element x y z (Å)
Sc: 1.006 -1.267 0.156
C: -2.545 -4.011 1.025
C: -2.627 -2.604 1.520
N: -3.755 -2.192 2.023
C: -3.879 -0.990 2.572
C: -2.829 -0.097 2.670
C: -3.028 1.233 3.368
O: -2.041 1.531 4.330
C: -1.584 -0.472 2.092
C: -0.415 0.333 2.288
N: 0.743 0.095 1.753
C: 1.873 0.787 2.245
C: 1.901 2.176 2.371
C: 3.008 2.806 2.910
C: 4.079 2.063 3.379
C: 4.073 0.679 3.271
C: 2.991 0.066 2.671
I: 2.976 -2.064 2.375
C: -1.474 -1.754 1.465
O: -0.380 -2.196 0.922
H: -3.347 -4.581 1.486
H: -1.580 -4.438 1.296
H: -2.667 -4.063 -0.057
H: -4.860 -0.777 2.974
H: -4.029 1.251 3.811
H: -2.973 2.048 2.637
H: -2.200 1.028 5.136
H: -0.500 1.122 3.044
H: 1.044 2.753 2.048
H: 3.023 3.882 2.969
H: 4.922 2.552 3.838
H: 4.901 0.099 3.650
N: -0.182 -3.362 -1.716
N: 0.786 -3.649 -2.689
C: 1.982 -3.054 -2.594
N: 2.921 -3.235 -3.502
N: 2.075 -2.233 -1.526
N: 3.089 -1.427 -1.346
O: 2.892 -0.586 -0.458
O: 4.103 -1.487 -1.982
H: -0.336 -4.160 -1.097
H: -1.061 -3.095 -2.155
H: 0.604 -4.340 -3.414
H: 2.785 -3.850 -4.292
H: 3.827 -2.787 -3.375
C: -3.482 2.618 -1.389
C: -2.267 2.578 -0.470
C: -0.986 2.303 -1.245
S: -1.021 0.606 -1.940
O: 0.027 -0.133 -1.110
C: -0.163 0.868 -3.558
C: 1.346 1.056 -3.444
C: 1.821 2.482 -3.189
H: -4.365 2.914 -0.831
H: -3.668 1.639 -1.827
H: -3.337 3.341 -2.188
H: -2.407 1.810 0.295
H: -2.162 3.543 0.031
H: -0.106 2.332 -0.601
H: -0.883 3.014 -2.060
H: -0.656 1.699 -4.060
H: -0.385 -0.046 -4.113
H: 1.798 0.707 -4.376
H: 1.712 0.418 -2.631
H: 1.368 3.177 -3.890
H: 2.899 2.528 -3.323
H: 1.607 2.809 -2.176

Results
total charge	+2
HOMO level	-13.58	eV
HOMO-LUMO gap	7.248	eV
LUMO level	-6.3302	eV
M	665.450	g mol⁻¹
energy above the lowest of the compared OMol25 structures with the same formula, charge and spin	30.0	kcal per mole

Here is C23H29N7O2PbSi as an isolated structure at a distorted geometry from the Open Molecules 2025 dataset. Energies are from ωB97M-V/def2-TZVPD.

Element x y z (Å)
Pb: 0.129 -0.360 1.181
C: 2.296 -0.345 5.790
C: 2.040 -0.499 4.326
N: 0.908 -0.728 3.771
O: -0.233 -0.908 4.469
C: 3.181 -0.382 3.408
C: 4.613 -0.379 3.890
N: 2.970 -0.304 2.163
O: 3.536 -0.203 1.097
H: 1.378 -0.254 6.370
H: 2.884 0.555 5.964
H: 2.858 -1.195 6.179
H: -0.096 -0.887 5.436
H: 4.666 -0.422 4.971
H: 5.120 0.520 3.536
H: 5.140 -1.239 3.473
C: -1.629 -3.737 1.981
C: -2.484 -2.524 2.011
C: -3.823 -2.559 2.408
C: -4.587 -1.401 2.322
C: -4.033 -0.242 1.821
C: -2.677 -0.251 1.441
N: -1.945 -1.389 1.587
N: -1.971 0.758 0.934
Si: -2.485 2.081 -0.088
C: -3.378 3.462 0.882
C: -0.823 2.627 -0.835
C: -3.652 1.366 -1.424
H: -2.029 -4.445 1.256
H: -1.617 -4.240 2.944
H: -0.614 -3.467 1.693
H: -4.261 -3.474 2.768
H: -5.622 -1.422 2.630
H: -4.602 0.668 1.740
H: -2.755 3.855 1.678
H: -4.304 3.107 1.321
H: -3.622 4.273 0.203
H: -0.192 3.112 -0.098
H: -0.980 3.332 -1.644
H: -0.281 1.775 -1.241
H: -4.635 1.144 -1.021
H: -3.243 0.452 -1.845
H: -3.781 2.083 -2.229
N: 4.341 2.534 -8.134
C: 3.820 1.895 -7.342
C: 3.155 1.176 -6.320
C: 2.055 0.371 -6.607
C: 1.364 -0.236 -5.577
C: 1.761 -0.037 -4.257
C: 2.888 0.734 -3.980
C: 3.590 1.330 -5.005
N: 1.000 -0.569 -3.192
C: -0.258 -1.107 -3.267
C: -0.645 -1.375 -1.990
N: 0.352 -1.009 -1.134
C: 1.330 -0.540 -1.891
H: 1.745 0.230 -7.630
H: 0.517 -0.857 -5.814
H: 3.221 0.894 -2.970
H: 4.463 1.924 -4.792
H: -0.784 -1.255 -4.186
H: -1.552 -1.812 -1.628
H: 2.273 -0.209 -1.506

Results
total charge	+2
HOMO level (spin up / spin down)	-13.76 / -13.76	eV
HOMO-LUMO gap (spin up / spin down)	7.594 / 4.921	eV
LUMO level (spin up / spin down)	-6.1632 / -8.8361	eV
M	670.818	g mol⁻¹

Look up the M of the sixth one. 96.093 g mol⁻¹

Which value of M does entry 7 give? 665.450 g mol⁻¹

M of number 1 (C3H9NS2)? 123.246 g mol⁻¹

Which value of M does entry 6 give? 96.093 g mol⁻¹